(1)
Here is a molecular structure, C2H5N5O from the OMol25 dataset. Energies are from ωB97M-V/def2-TZVPD.

```
! wB97M-V def2-TZVPD RIJCOSX def2/J DEFGRID3
* xyz 0 1
C 1.106 -0.068 -0.089
C -0.722 0.827 -0.253
H 2.764 0.903 0.030
O 0.630 1.116 -0.341
N 2.439 -0.126 0.055
N 0.350 -1.123 -0.269
H -1.004 2.555 0.301
H -2.644 -1.497 -0.748
N -0.840 -0.493 -0.454
H 2.993 -0.920 0.588
N -1.604 1.669 0.125
H -1.429 -1.782 0.904
N -2.038 -1.062 0.150
*
```

LUMO energy: 0.62 eV
HOMO-LUMO gap: 8.55 eV
energy: -11649.148 eV
energy above the lowest of the compared OMol25 structures with the same formula, charge and spin: 3.3966 eV

Atomic partial charges in e from the Mulliken method, atoms 1 to 4: 0.56, 0.52, 0.25, -0.38


(2)
Here is a single C7H8N2S molecule from the OMol25 dataset. Energies are from ωB97M-V/def2-TZVPD.

```
! wB97M-V def2-TZVPD RIJCOSX def2/J DEFGRID3
* xyz 0 1
C 0.119 0.283 0.408
N 0.030 -0.051 -1.794
C 0.256 -0.635 -0.492
C 0.188 -1.072 2.335
C 0.169 -1.890 0.048
H -1.804 1.045 -1.436
H 0.192 -1.287 3.362
C 0.320 -2.057 1.401
H 0.566 -3.119 1.412
C -0.697 1.294 -1.547
S -0.211 2.696 -2.813
H -0.471 -0.810 -2.344
H -0.253 2.636 0.293
N -0.035 1.600 -0.281
H 1.166 2.901 -2.351
H -0.010 1.128 2.405
C -0.029 0.124 1.783
H 0.503 -2.786 -0.388
*
```

LUMO energy: 0.83 eV
HOMO-LUMO gap: 8.78 eV
energy: -21200.619 eV
energy above the lowest of the compared OMol25 structures with the same formula, charge and spin: 3.5224 eV

Atomic partial charges in e from the Mulliken method, atoms 1 to 4: 0.31, -0.42, 0.54, -0.78


(3)
Here is 14 unconnected molecules or ions with the total composition C42H111BN9O21 from the OMol25 dataset. Energies are from ωB97M-V/def2-TZVPD.

```
! wB97M-V def2-TZVPD RIJCOSX def2/J DEFGRID3
* xyz 0 2
H -4.844 -2.270 -0.547
H 4.768 5.560 2.085
H -8.196 2.824 5.342
H 0.606 2.755 -6.559
N 3.945 -0.556 0.058
C 2.169 -0.463 8.006
H -0.667 1.605 -8.517
H 1.933 1.332 -8.637
O 5.253 -2.429 -2.902
C 1.945 -1.812 7.398
H 3.045 -2.615 5.924
C -9.052 3.350 2.211
H -0.633 -1.624 -5.204
C 0.501 0.990 -1.587
H 2.762 -2.620 -7.606
H -6.300 -0.301 0.650
H 2.979 3.829 4.682
O 2.083 2.692 -0.774
H 7.253 -1.968 -3.460
H 4.610 -2.561 -0.210
H 2.934 4.056 2.361
O 1.037 -2.746 -5.471
H 2.060 -2.908 2.418
C -6.916 -3.001 -0.697
H 1.638 0.863 4.247
C 2.854 -2.238 -1.233
H 6.048 -1.805 -4.707
H 6.619 -3.382 -4.179
C 0.960 -5.020 3.469
H -9.088 2.743 1.307
H 2.413 -1.529 -1.934
H -2.213 6.025 -1.992
C 4.792 3.106 1.843
H 3.268 0.099 -4.092
H 1.954 -3.928 -4.004
H 4.370 -3.754 1.966
H -8.164 -2.088 -1.770
O -3.089 5.081 0.509
H -5.654 -0.357 2.265
H 5.463 4.987 3.331
H -3.728 -2.603 1.455
H 4.068 -2.192 -6.626
C 3.925 3.861 2.771
H 1.823 -2.463 8.264
C -8.481 2.468 3.291
N -7.167 -2.218 -1.870
H 4.568 1.204 -4.336
C 5.186 -1.421 -1.920
C 5.084 -3.785 3.994
H 0.538 -1.434 -3.892
H 2.356 0.269 7.220
H 2.797 2.350 -7.708
H -1.425 -2.564 5.634
H -4.325 -3.850 2.547
H 3.884 -4.545 -5.425
C 1.211 1.840 -0.567
O -0.372 -1.512 6.988
C 2.215 -3.285 -4.845
N 2.322 -4.999 -6.649
C -2.215 4.054 -0.011
C 4.143 -3.246 2.903
C -3.486 -0.181 -1.845
O -3.015 -0.181 2.582
C 6.321 -2.393 -3.831
C -1.549 -1.614 6.153
C -6.058 0.320 1.513
H 4.698 3.378 4.748
N -8.452 3.281 4.479
H 0.630 5.835 -1.160
O 2.682 4.471 -5.087
H 0.757 3.807 -4.525
C 2.658 -3.358 3.210
H -4.665 -0.775 -3.138
H 1.316 5.314 -3.774
N -1.915 5.099 -2.261
H 0.948 -1.146 5.432
H -4.956 -3.781 -1.311
O -5.288 -3.891 0.707
H 2.155 0.035 -6.696
C -5.431 -3.188 -0.529
H 4.905 2.812 -2.389
O 0.651 1.551 0.641
O -0.784 -2.085 2.885
H -0.743 6.386 -0.209
C 1.776 0.843 -6.069
C -4.090 4.616 1.450
C -0.213 5.500 -0.556
H 2.845 -3.237 -1.669
O -4.764 -0.333 -2.292
N 1.884 2.194 -8.112
H 0.502 -4.727 2.525
H 0.058 0.104 -8.145
H 3.790 2.704 -1.370
O -1.614 0.784 1.089
O 2.912 1.563 -5.577
H -3.332 -4.287 1.165
H 1.562 -4.475 -7.058
H 4.760 -0.033 0.346
C -1.227 4.531 -1.076
H -2.848 3.238 -0.361
H 1.989 3.803 -3.276
C 3.565 -3.074 -7.024
H -6.439 2.683 2.704
H 4.223 -0.036 -5.525
H 0.782 -6.095 3.497
C -7.104 1.867 2.986
N 4.537 5.237 3.014
H -9.433 3.487 4.598
C -1.915 -0.051 2.025
H 5.072 -3.159 4.887
O 0.702 1.065 -2.804
H -7.172 -4.989 -1.547
C 1.630 4.342 -4.153
C 3.771 3.266 4.186
H 3.677 -1.310 6.558
H -9.239 1.716 3.511
O -0.383 0.182 -0.919
C 0.827 -1.786 6.306
C 3.079 -3.988 -5.905
H 2.433 1.097 2.646
H -3.595 0.614 4.494
H 5.867 3.183 2.005
H 3.895 -1.508 1.833
H -2.359 -1.681 6.880
H -7.213 -2.434 0.185
O -4.014 1.146 5.171
H -4.791 5.426 1.651
H -8.337 4.104 1.882
C 4.203 -1.732 -0.789
H 2.410 -2.752 4.082
H -2.705 -0.213 -2.604
H 5.240 -1.990 2.022
H -7.648 -4.742 0.131
H 1.132 0.425 -5.295
H 2.799 3.625 -5.526
H 1.601 2.442 3.404
N 3.239 -2.183 6.816
C -7.662 -4.295 -0.863
H -0.925 0.822 -6.974
C 0.102 -2.146 -4.592
H 1.944 -5.693 -6.020
H 3.579 0.113 -0.604
H -0.283 -2.925 -3.934
C 0.982 1.840 -7.015
N 4.427 -1.873 2.610
O 0.153 -0.831 1.255
B -0.268 0.402 0.507
H -8.726 -4.231 -1.090
C -0.792 -1.150 2.098
H -1.658 3.683 0.849
H -1.682 -0.764 5.484
C -0.161 1.079 -7.708
H 2.999 -0.392 8.709
H 2.735 -2.480 -4.326
C 2.194 1.550 3.608
H -1.295 5.267 -3.040
H 2.195 -2.390 -0.377
O 2.359 -4.740 3.502
H 4.208 -3.574 -7.747
O 4.656 2.355 -1.586
H -3.546 4.482 2.386
H -6.632 1.555 3.917
H 0.832 -2.826 5.980
C -4.124 -3.617 1.501
H -10.067 3.705 2.394
O 3.394 1.891 4.236
H -4.578 3.753 0.999
H -3.374 0.780 -1.342
H -5.273 1.029 1.249
H 0.448 -4.664 4.363
H -0.753 3.672 -1.550
C 3.760 0.694 -4.861
H -6.874 -1.258 -1.753
H 0.325 5.001 0.250
H 6.108 -3.865 3.631
H -3.156 -0.719 -0.957
H 4.637 3.512 0.843
H -4.173 0.535 5.891
H 6.179 -1.258 -1.502
H 4.600 2.033 1.860
H 4.752 -4.757 4.359
H 1.314 -0.166 8.613
O -7.297 0.842 1.951
H 4.856 -0.504 -2.407
*
```

LUMO energy (spin up / spin down): -1.07 / -6.59 eV
HOMO-LUMO gap (spin up / spin down): 7.68 / 2.17 eV
energy: -102432.619 eV

Atomic partial charges in e from the Mulliken method, atoms 1 to 4: -0.67, 0.31, 0.23, 0.33


(4)
Here is a single C4H7OP molecule from the OMol25 dataset. Energies are from ωB97M-V/def2-TZVPD.

```
! wB97M-V def2-TZVPD RIJCOSX def2/J DEFGRID3
* xyz 0 1
H 1.501 1.117 -0.605
H -2.313 -2.078 0.110
P -2.446 -0.773 -0.123
C 0.484 -1.373 -0.268
C -0.647 -0.386 0.066
H 0.977 2.687 0.111
C 0.831 1.548 0.249
H 1.229 1.372 1.124
H 0.215 -2.389 -0.555
C -0.589 1.010 0.146
O -1.540 1.757 -0.003
H 1.053 -1.470 0.700
H 1.245 -1.021 -0.952
*
```

LUMO energy (spin up / spin down): -1.30 / -1.31 eV
HOMO-LUMO gap (spin up / spin down): 7.63 / 7.61 eV
energy: -15594.736 eV
energy above the lowest of the compared OMol25 structures with the same formula, charge and spin: 2.7012 eV

Atomic partial charges in e from the Mulliken method, atoms 1 to 4: 0.24, -0.01, 0.10, -1.04


(5)
Here is 2 unconnected molecules or ions with the total composition CH2Cl2S2 from the OMol25 dataset. Energies are from ωB97M-V/def2-TZVPD.

```
! wB97M-V def2-TZVPD RIJCOSX def2/J DEFGRID3
* xyz 0 3
Cl -2.960 -0.717 -1.137
C -1.778 -0.144 -0.006
S 0.368 -0.988 -0.815
Cl -1.713 1.579 -0.121
H -1.720 -0.302 1.035
H -0.211 -3.208 -1.119
S 0.399 -2.769 0.007
*
```

LUMO energy (spin up / spin down): 0.47 / -2.74 eV
HOMO-LUMO gap (spin up / spin down): 7.70 / 6.40 eV
energy: -47781.024 eV
energy above the lowest of the compared OMol25 structures with the same formula, charge and spin: 0.7423 eV

Atomic partial charges in e from the Mulliken method, atoms 1 to 4: -0.09, -0.22, -0.11, -0.13


(6)
Here is a gas-phase ion, C3H5N3O (charge +2) from the OMol25 dataset. Energies are from ωB97M-V/def2-TZVPD.

```
! wB97M-V def2-TZVPD RIJCOSX def2/J DEFGRID3
* xyz 2 1
H 0.148 -0.235 2.334
H -0.196 1.307 1.618
O 2.136 0.205 0.610
H -2.146 0.232 1.419
H 0.713 0.730 -2.522
N 0.957 0.103 0.339
C -1.344 -0.279 0.784
N 0.559 -0.174 -2.103
C -0.107 0.229 1.351
H 0.283 -1.090 -2.684
C 0.671 -0.394 -0.846
N -1.672 -0.634 -0.301
*
```

LUMO energy (spin up / spin down): -13.64 / -14.21 eV
HOMO-LUMO gap (spin up / spin down): 7.59 / 6.31 eV
energy: -9681.193 eV
energy above the lowest of the compared OMol25 structures with the same formula, charge and spin: 5.4119 eV

Atomic partial charges in e from the Mulliken method, atoms 1 to 4: 0.40, 0.38, -0.26, 0.42


(7)
Here is a single CH4FOP molecule from the OMol25 dataset. Energies are from ωB97M-V/def2-TZVPD.

```
! wB97M-V def2-TZVPD RIJCOSX def2/J DEFGRID3
* xyz 0 1
H 0.660 1.163 0.232
F -1.095 0.432 -2.313
O 1.544 -0.705 0.401
H 0.092 0.095 1.410
H 1.105 -1.493 0.806
C 0.444 0.110 0.435
H -1.658 0.775 -0.258
P -1.094 -0.377 -0.714
*
```

LUMO energy: 0.23 eV
HOMO-LUMO gap: 10.01 eV
energy: -15154.336 eV
energy above the lowest of the compared OMol25 structures with the same formula, charge and spin: 2.2849 eV

Atomic partial charges in e from the Mulliken method, atoms 1 to 4: 0.34, -0.38, -0.48, 0.36


(8)
Here is a molecular structure, C6H3FO12Zr from the OMol25 dataset. Energies are from ωB97M-V/def2-TZVPD.

```
! wB97M-V def2-TZVPD RIJCOSX def2/J DEFGRID3
* xyz -2 1
F 2.657 -0.529 3.831
O -2.219 -0.982 -2.199
H 0.111 -2.436 3.364
H 0.759 -0.591 4.521
O -0.617 -0.976 -3.566
O 0.846 -1.681 1.554
O -1.865 1.663 -0.615
O 0.741 1.867 -3.427
O -0.285 -1.671 -1.627
C 1.593 1.777 -2.422
C -2.610 2.281 -1.511
O 1.706 0.476 -2.181
C -1.187 -1.686 -2.618
Zr -0.528 0.561 -1.969
C 1.316 -0.680 3.588
C 1.019 -2.025 2.910
O 0.892 2.315 -1.414
H 1.812 -2.760 3.021
O -2.195 1.889 -2.672
O 0.854 0.253 2.674
O -3.506 3.092 -1.264
O 0.158 0.207 0.539
C 0.550 -0.364 1.482
*
```

LUMO energy: 4.20 eV
HOMO-LUMO gap: 5.53 eV
energy: -34839.299 eV
energy above the lowest of the compared OMol25 structures with the same formula, charge and spin: 0.0000 eV

Atomic partial charges in e from the Mulliken method, atoms 1 to 4: -0.32, -0.65, 0.27, 0.24


(9)
Here is a gas-phase ion, C4H10O2PS (charge -1) from the OMol25 dataset. Energies are from ωB97M-V/def2-TZVPD.

```
! wB97M-V def2-TZVPD RIJCOSX def2/J DEFGRID3
* xyz -1 1
H 0.315 2.525 -1.150
H 2.797 -2.040 0.300
P -0.450 -0.277 -0.822
O -3.500 -0.241 -0.287
C -0.267 1.170 0.306
H 1.888 -2.397 -1.291
C 0.702 -1.309 0.272
H 2.254 -0.775 -1.065
H -0.353 3.522 0.143
C -0.499 2.642 -0.353
H -0.978 1.073 1.077
H 0.058 -2.285 0.526
C 1.999 -1.697 -0.493
S -2.309 -1.324 0.220
H 0.950 -0.907 1.207
H 0.794 1.050 0.679
O -1.960 -1.211 1.631
H -1.438 2.480 -0.901
*
```

LUMO energy: 3.77 eV
HOMO-LUMO gap: 6.94 eV
energy: -28528.249 eV
energy above the lowest of the compared OMol25 structures with the same formula, charge and spin: 4.7535 eV

Atomic partial charges in e from the Mulliken method, atoms 1 to 4: 0.27, 0.27, -0.12, -0.70


(10)
Here is a molecular structure, C31H31Cl4F4N2O5Ta from the OMol25 dataset. Energies are from ωB97M-V/def2-TZVPD.

```
! wB97M-V def2-TZVPD RIJCOSX def2/J DEFGRID3
* xyz 2 1
H -0.505 2.739 2.072
H -1.058 -3.576 -3.705
C -2.202 3.558 -1.530
C 2.201 -3.306 0.631
H 1.513 2.742 -1.669
O 0.911 -2.779 0.275
Cl 3.040 0.942 6.243
F -2.646 6.378 -2.142
H 3.374 -0.624 -0.141
H 2.658 -0.657 -3.688
H -3.263 3.760 -1.460
C 0.461 2.997 -1.652
C 3.622 1.740 -1.493
N -0.353 2.143 -1.021
C 2.528 2.573 2.631
C -0.580 0.147 -3.207
C -0.304 -2.008 -2.482
H 2.883 -3.098 -0.186
H -0.379 1.196 -3.074
C -1.958 5.589 -2.966
C 2.659 1.148 4.593
C -1.357 4.414 -2.221
F 4.523 3.307 -4.600
Ta 0.691 -0.030 -0.068
O -1.535 -1.549 0.210
H 2.568 -2.841 1.548
H -3.004 -0.155 0.107
C -2.259 -2.113 -5.724
F -1.026 6.317 -3.576
F -2.804 5.130 -3.898
H -3.040 0.297 2.582
H -2.278 1.737 -0.404
H -2.095 2.439 2.819
C 3.513 1.228 -4.226
O 1.164 -0.605 1.724
H -0.001 -4.281 1.373
C -0.002 4.141 -2.274
C 1.744 0.297 2.559
H -1.504 -3.512 -0.356
H 3.497 1.049 -5.292
C 4.078 2.696 -2.385
H -3.186 -1.548 -5.825
C 2.087 0.092 3.877
C -1.413 -2.936 0.566
H 2.132 -4.384 0.769
H -2.489 -3.174 -5.664
C 3.048 0.287 -3.323
H -3.421 -1.548 1.107
H 0.119 -2.682 -1.750
H -2.212 -3.237 1.242
H 0.039 -2.675 2.143
H 4.478 3.644 -2.051
C -2.165 -0.103 2.061
C 4.041 2.411 -3.740
C 1.954 1.525 1.948
C -1.138 1.992 2.546
H -1.683 -1.935 -6.635
C -0.960 -2.505 -3.585
C 3.111 0.518 -1.946
H 2.595 -1.514 -1.467
O 1.521 1.531 0.661
H 3.670 1.942 -0.431
C -1.249 -0.277 -4.331
Cl 1.764 -1.429 4.601
Cl 3.591 3.670 4.840
O -1.337 0.945 1.588
C -2.619 -0.858 0.848
H -0.641 1.615 3.443
C -0.088 -3.206 1.196
N -0.135 -0.693 -2.251
Cl 2.746 4.073 1.829
C 2.684 -0.541 -0.984
H 0.678 4.799 -2.797
C -1.490 -1.636 -4.536
H -1.606 -0.743 2.755
C -1.658 2.433 -0.945
H -1.585 0.456 -5.053
C 2.891 2.383 3.968
*
```

LUMO energy: -7.06 eV
HOMO-LUMO gap: 6.75 eV
energy: -108366.521 eV
energy above the lowest of the compared OMol25 structures with the same formula, charge and spin: 0.7034 eV

Atomic partial charges in e from the Mulliken method, atoms 1 to 4: 0.15, 0.47, -1.33, -0.87


(11)
Here is a molecular structure, C7H4O from the OMol25 dataset. Energies are from ωB97M-V/def2-TZVPD.

```
! wB97M-V def2-TZVPD RIJCOSX def2/J DEFGRID3
* xyz 0 1
H 1.896 -0.176 0.770
C -1.067 1.300 0.060
C 0.596 -0.315 -0.859
H -1.749 2.163 0.169
C -1.117 0.612 -1.089
H -0.504 -0.588 -2.824
C 0.299 -2.152 1.290
H 0.209 1.415 2.015
O 0.831 -3.101 0.975
C 0.047 1.046 0.926
C 0.956 0.095 0.355
C -0.398 -0.299 -1.788
*
```

LUMO energy (spin up / spin down): 0.33 / 0.33 eV
HOMO-LUMO gap (spin up / spin down): 8.74 / 8.74 eV
energy: -9365.815 eV
energy above the lowest of the compared OMol25 structures with the same formula, charge and spin: 1.0935 eV

Atomic partial charges in e from the Mulliken method, atoms 1 to 4: 0.50, -0.51, 0.45, 0.33


(12)
Here is a molecular structure, C2H4N2O6 from the OMol25 dataset. Energies are from ωB97M-V/def2-TZVPD.

```
! wB97M-V def2-TZVPD RIJCOSX def2/J DEFGRID3
* xyz 0 1
H -1.711 1.968 -2.218
O -2.456 1.561 -1.741
O 1.684 -1.129 2.010
H -1.384 -1.686 1.083
C 0.587 -1.320 1.636
N -0.029 1.401 -2.158
H 2.301 0.413 3.386
O -0.061 -0.728 -1.125
O 1.962 -0.467 3.509
C -0.593 0.443 -1.570
O 1.225 -0.662 -0.839
N -0.578 -1.624 1.633
O -1.892 0.465 -1.248
H 0.945 1.365 -2.357
*
```

LUMO energy (spin up / spin down): -0.10 / -2.61 eV
HOMO-LUMO gap (spin up / spin down): 10.28 / 6.40 eV
energy: -17392.249 eV
energy above the lowest of the compared OMol25 structures with the same formula, charge and spin: 4.7118 eV

Atomic partial charges in e from the Mulliken method, atoms 1 to 4: 0.42, -0.36, -0.35, 0.29